Computed, not measured: a 3-piece molecular cluster, C26H52F4IN3O10S overall at a distorted geometry, with ωB97M-V/def2-TZVPD.

Element x y z (Å)
C1 -0.73492 -1.00189 -2.83468
C2 -0.46890 -1.21637 -1.21338
O1 -0.97309 -0.27902 -0.40104
O2 0.25870 -2.43625 -0.75888
C3 0.93212 -2.18092 0.52871
C4 2.01563 -3.32482 0.98106
C5 3.35615 -3.40817 -0.00020
C6 4.76994 -3.12697 0.83614
C7 5.48867 -1.70274 0.45302
C8 4.47883 -0.41211 0.42901
C9 5.03097 0.92195 1.20554
C10 6.06501 1.74880 0.21766
F1 7.14113 0.87263 -0.37303
F2 6.82008 2.82930 0.95246
C11 5.32474 2.46288 -1.07526
F3 4.66427 3.74187 -0.68293
F4 6.44175 2.86562 -2.00959
O3 5.92634 0.65205 2.37944
S1 4.82589 0.20852 3.61118
O4 5.04948 0.75003 5.05107
O5 5.04266 -1.32446 3.71944
O6 3.36276 0.81927 2.98490
C12 3.82336 1.80613 1.95176
I1 2.05369 1.93889 0.67101
C13 4.25870 3.06931 2.90399
C14 3.78983 4.54381 2.36416
N1 3.92010 5.49519 3.57185
H1 -1.83125 -0.60335 -2.96200
H2 -0.64979 -2.05740 -3.33947
H3 -0.00819 -0.20272 -3.30974
H4 0.06686 -2.17647 1.35089
H5 1.34459 -1.08646 0.49439
H6 1.48114 -4.39006 1.04712
H7 2.35017 -3.06911 2.09517
H8 3.35750 -4.48227 -0.47222
H9 3.19724 -2.61550 -0.85202
H10 4.52263 -3.24382 1.98500
H11 5.51198 -4.01640 0.56924
H12 5.89437 -1.82771 -0.66272
H13 6.44524 -1.57439 1.12166
H14 3.45899 -0.77936 0.92554
H15 4.24110 -0.16719 -0.71469
H16 4.64337 1.73837 -1.69526
H17 3.79196 2.92818 3.99367
H18 5.43355 3.12693 3.08583
H19 2.67005 4.62043 2.02973
H20 4.50336 5.00253 1.53853
H21 3.09810 5.20132 4.18134
H22 3.64909 6.47981 3.27488
C15 0.27543 1.83965 4.65664
O7 -0.30673 2.21256 3.41458
C16 -1.12917 1.20004 2.81974
C17 -2.62861 1.49910 3.01319
N2 -3.04939 1.32270 4.40350
C18 -4.31904 1.97291 4.75774
C19 -4.52354 3.46677 4.42206
O8 -3.77565 4.37221 5.22224
C20 -2.39105 4.43809 4.90820
H23 1.09223 2.53545 4.86902
H24 -0.44302 1.92969 5.47258
H25 0.67747 0.82369 4.63122
H26 -0.86089 0.19480 3.16663
H27 -0.91872 1.23572 1.74518
H28 -3.21576 0.82915 2.37496
H29 -2.79217 2.52162 2.66394
H30 -2.33016 1.68237 5.02534
H31 -4.43153 1.85642 5.84576
H32 -5.12881 1.39741 4.29964
H33 -5.58168 3.69682 4.63583
H34 -4.39248 3.68596 3.35571
H35 -2.20362 4.39637 3.83150
H36 -1.86685 3.63751 5.42977
H37 -1.98721 5.38023 5.28738
C21 -6.85068 -1.32325 -6.51753
O9 -6.88946 -2.53511 -5.77552
C22 -6.62428 -3.71152 -6.55088
C23 -5.19164 -4.23187 -6.32296
N3 -4.18606 -3.35357 -6.92172
C24 -2.81952 -3.53129 -6.41060
C25 -2.57293 -3.50759 -4.88589
O10 -2.69149 -2.22956 -4.27594
C26 -4.02654 -1.76788 -4.11924
H38 -7.34454 -0.54828 -5.92429
H39 -5.82389 -0.99445 -6.68375
H40 -7.36741 -1.41403 -7.47628
H41 -6.84456 -3.56217 -7.61484
H42 -7.31816 -4.47558 -6.18349
H43 -5.09706 -5.23243 -6.75984
H44 -5.06012 -4.32547 -5.24212
H45 -4.45063 -2.38310 -6.77500
H46 -2.21617 -2.72835 -6.85924
H47 -2.43147 -4.47159 -6.81314
H48 -1.52174 -3.80639 -4.73099
H49 -3.16590 -4.25571 -4.34642
H50 -4.71362 -2.56619 -3.82468
H51 -4.35150 -1.29073 -5.04361
H52 -4.04565 -0.99907 -3.34266

Its SMILES is CC(=O)OCCCCCC[C@]1(C(F)(F)C(F)F)OS(=O)(=O)O[C@@]1(I)CCN.COCCNCCOC.COCCNCCOC. The HOMO energy comes out at -8.60 eV. The electronic energy is -82542.580 eV. The calculation puts the orbital gap at 8.017 eV.

=====

Computed, not measured: a 4-piece molecular cluster, C26H52N5O3Si overall, with ωB97M-V/def2-TZVPD.

Element x y z (Å)
C1 -2.07843 1.93645 -4.49144
Si1 -0.71061 1.03761 -3.57024
C2 0.17258 -0.15294 -4.69844
C3 0.48603 2.28117 -2.86037
C4 -1.53555 -0.06038 -2.21834
N1 -2.83587 -0.30975 -2.37762
C5 -3.59722 -1.08542 -1.55234
C6 -3.02058 -1.66965 -0.48070
C7 -1.64350 -1.47755 -0.23133
C8 -0.99336 -2.08002 0.86072
C9 0.33880 -1.87769 1.06263
C10 1.10606 -1.07092 0.18845
C11 2.56533 -0.83261 0.47809
C12 2.69756 0.30035 1.47576
N2 2.10522 0.23128 2.58604
C13 0.49257 -0.48173 -0.87782
C14 -0.89324 -0.65929 -1.11563
H1 -1.92390 1.78941 -5.55894
H2 -3.10404 1.66008 -4.24874
H3 -1.99810 3.00292 -4.28561
H4 0.88646 -0.74822 -4.12758
H5 0.70126 0.37738 -5.48729
H6 -0.54077 -0.85002 -5.13966
H7 0.56965 3.09758 -3.57904
H8 0.17916 2.71040 -1.90816
H9 1.48209 1.85416 -2.75567
H10 -3.29946 0.10503 -3.17529
H11 -4.63688 -1.20561 -1.80863
H12 -3.62270 -2.28031 0.17475
H13 -1.55365 -2.70462 1.54225
H14 0.82873 -2.33242 1.91110
H15 3.07852 -0.58064 -0.44701
H16 3.01130 -1.72388 0.91473
H17 3.31363 1.15465 1.18225
H18 2.28710 1.04889 3.16611
H19 1.08415 0.12527 -1.54642
C15 -8.85087 -2.48267 -2.00432
C16 -7.95005 -1.28640 -1.72069
C17 -8.69385 -0.01537 -1.29689
O1 -9.35287 0.65403 -2.34718
C18 -10.64587 0.17187 -2.67167
N3 -7.08376 -1.05602 -2.88639
H20 -9.33419 -2.39451 -2.97708
H21 -8.26437 -3.40051 -2.01795
H22 -9.62648 -2.58309 -1.24427
H23 -7.30268 -1.55347 -0.87702
H24 -7.95686 0.69987 -0.91914
H25 -9.39360 -0.23053 -0.47885
H26 -11.18030 -0.15440 -1.77468
H27 -10.61087 -0.65407 -3.38551
H28 -11.19185 0.99697 -3.12506
H29 -6.42537 -0.31437 -2.66093
H30 -7.65886 -0.65293 -3.62212
C19 2.89005 4.34007 6.23937
C20 3.74871 4.01631 5.02253
C21 4.02110 5.20663 4.09802
O2 2.92057 5.59947 3.30115
C22 1.99216 6.46530 3.92795
N4 3.14821 2.88666 4.30046
H31 1.83555 4.42263 5.97459
H32 2.97624 3.54483 6.97830
H33 3.20070 5.27609 6.70553
H34 4.72631 3.68475 5.38491
H35 4.79979 4.91542 3.38830
H36 4.39895 6.06346 4.67034
H37 2.49740 7.16527 4.59985
H38 1.23315 5.91891 4.49289
H39 1.49652 7.03230 3.14117
H40 3.77899 2.58532 3.56182
H41 2.32815 3.24972 3.81828
C23 7.82762 -4.21977 1.44735
C24 6.31535 -4.18905 1.63849
C25 5.50982 -4.58714 0.39638
O3 5.44998 -3.60090 -0.61805
C26 6.56337 -3.56118 -1.49202
N5 5.92407 -2.87382 2.15448
H42 8.17839 -3.34512 0.89883
H43 8.32428 -4.21245 2.41629
H44 8.14376 -5.11353 0.90704
H45 6.06344 -4.92752 2.40593
H46 4.47119 -4.74277 0.70203
H47 5.87684 -5.53431 -0.01997
H48 6.94925 -4.56654 -1.68416
H49 7.37310 -2.94105 -1.10094
H50 6.22233 -3.13173 -2.43331
H51 4.93728 -2.89091 2.39582
H52 6.00173 -2.20872 1.38952

Its net charge is +1. The HOMO energy comes out at -10.91 eV. The electronic energy is -49269.766 eV. The calculation puts the orbital gap at 7.090 eV.

=====

Computed, not measured: C26H52O52S13 as an isolated structure at a distorted geometry, with ωB97M-V/def2-TZVPD.

Element x y z (Å)
C1 7.40347 -3.39948 0.53748
C2 7.96675 -3.90618 -0.79918
O1 6.98221 -3.53542 -1.81054
S1 5.90322 -2.32831 -1.18648
O2 4.54217 -2.80376 -0.95415
O3 6.06847 -1.19222 -2.02661
O4 6.82935 -2.25218 0.17914
H1 8.26679 -3.18002 1.16565
H2 6.67739 -4.09969 0.95055
H3 8.32333 -4.93618 -0.80705
H4 8.91628 -3.42692 -1.03753
C3 -5.98134 2.14991 1.54581
C4 -7.43699 2.50053 1.19540
O5 -7.55754 2.21862 -0.22482
S2 -6.14860 1.42547 -0.92367
O6 -5.38604 2.27347 -1.88944
O7 -6.61878 0.09193 -1.35633
O8 -5.48778 1.23748 0.56149
H5 -5.81042 1.74080 2.54156
H6 -5.36652 3.03713 1.39437
H7 -7.61375 3.51939 1.54006
H8 -8.16862 1.92629 1.76378
C5 -2.90981 1.10437 -6.44704
C6 -4.21545 1.77507 -6.16598
O9 -4.21133 2.06933 -4.74236
S3 -3.49145 0.80460 -3.94478
O10 -4.51289 -0.21306 -3.67391
O11 -2.67447 1.25260 -2.86742
O12 -2.54204 0.37199 -5.25083
H9 -2.14342 1.81471 -6.75718
H10 -3.07804 0.39969 -7.26142
H11 -5.07398 1.22297 -6.54837
H12 -4.23331 2.64663 -6.82033
C7 0.54674 5.63354 -0.79958
C8 1.06901 6.17032 0.55550
O13 -0.04420 6.47971 1.38412
S4 -1.33860 5.51893 0.93184
O14 -2.36702 6.36927 0.29217
O15 -1.67161 4.59808 2.02763
O16 -0.51473 4.80196 -0.33550
H13 1.25290 5.01787 -1.35671
H14 0.08802 6.43356 -1.38064
H15 1.72443 7.03525 0.45341
H16 1.54971 5.43037 1.19543
C9 3.40246 -1.47527 3.17193
C10 3.15083 -2.01718 4.57175
O17 4.15250 -3.06308 4.84788
S5 5.21911 -3.21693 3.53518
O18 4.70467 -4.33799 2.73681
O19 6.62633 -3.21499 3.92676
O20 4.76037 -1.75200 2.85430
H17 3.26400 -0.39780 3.08265
H18 2.95928 -1.98622 2.31717
H19 2.18822 -2.48845 4.77022
H20 3.37566 -1.22812 5.28934
C11 5.07470 2.07768 -2.23860
C12 3.72216 1.61050 -1.63304
O21 3.06926 2.69916 -0.94331
S6 4.24025 3.76792 -0.42379
O22 4.55460 3.53770 1.03513
O23 3.96585 5.18233 -0.82760
O24 5.44055 3.14203 -1.42280
H21 4.94536 2.47843 -3.24397
H22 5.88251 1.34780 -2.29164
H23 3.80544 0.79574 -0.91378
H24 2.95358 1.34937 -2.36050
C13 -4.20973 -4.58924 5.62634
C14 -3.70058 -3.10892 5.45376
O25 -2.74253 -3.16431 4.45960
S7 -2.03326 -4.70540 4.41887
O26 -0.83421 -4.80193 5.23658
O27 -1.94233 -5.19104 3.04411
O28 -3.18215 -5.54801 5.18036
H25 -5.11773 -4.79760 5.06045
H26 -4.32509 -4.96348 6.64357
H27 -3.48156 -2.67097 6.42759
H28 -4.41201 -2.36658 5.09195
C15 2.68281 -2.17754 -3.59797
C16 1.76366 -2.26969 -4.83079
O29 2.61924 -1.93486 -5.86964
S8 3.67734 -0.73830 -5.50135
O30 3.12248 0.50092 -6.07988
O31 5.01757 -1.16686 -5.93126
O32 3.48130 -0.98979 -3.85037
H29 3.38897 -3.00060 -3.48846
H30 2.19776 -2.11786 -2.62367
H31 0.92179 -1.58041 -4.76562
H32 1.49463 -3.30378 -5.04616
C17 1.47415 2.52208 4.44740
C18 0.11021 2.98271 5.10604
O33 -0.54238 1.77909 5.42869
S9 -0.05737 0.44669 4.64395
O34 -1.07729 -0.00808 3.67618
O35 0.60694 -0.61295 5.43824
O36 1.12747 1.28713 3.84798
H33 2.22141 2.22354 5.18264
H34 1.74490 3.26652 3.69868
H35 -0.50276 3.61469 4.46342
H36 0.23080 3.68347 5.93217
C19 -1.72380 4.38072 -3.60775
C20 -0.41785 3.68688 -4.09509
O37 0.44276 4.74121 -4.41729
S10 -0.36360 6.18410 -4.76947
O38 -0.93538 6.06841 -6.09208
O39 0.52602 7.30397 -4.50138
O40 -1.48172 5.80632 -3.64691
H37 -2.28428 4.11320 -2.71198
H38 -2.51847 4.18441 -4.32751
H39 -0.55331 2.99727 -4.92827
H40 0.06364 3.10652 -3.30804
C21 -3.54218 -1.37364 1.93414
C22 -3.74434 -2.55119 0.98598
O41 -5.17984 -2.65412 0.84535
S11 -5.97310 -2.35152 2.30906
O42 -6.11201 -3.56851 3.11968
O43 -7.13504 -1.50370 2.05549
O44 -4.63720 -1.39466 2.82561
H41 -3.53869 -0.37176 1.50481
H42 -2.62523 -1.51334 2.50668
H43 -3.31543 -3.39656 1.52402
H44 -3.29637 -2.22093 0.04878
C23 -0.55198 -5.82786 -1.07285
C24 -1.04745 -5.89754 0.33314
O45 -0.07800 -5.20710 0.97902
S12 1.39873 -5.64127 0.32285
O46 1.94577 -6.75868 1.03972
O47 2.07452 -4.47377 0.07077
O48 0.72511 -6.25328 -1.01840
H45 -0.48315 -4.78216 -1.37265
H46 -1.09274 -6.41368 -1.81615
H47 -1.14113 -6.91804 0.70448
H48 -1.99170 -5.35764 0.40386
C25 0.47920 1.88421 0.79610
C26 -0.84797 1.73603 -0.02364
O49 -1.09505 0.33189 0.10036
S13 0.31223 -0.53194 -0.06411
O50 0.73066 -0.62195 -1.46935
O51 0.30239 -1.68065 0.75680
O52 1.04479 0.62625 0.89831
H49 0.33403 2.36959 1.76121
H50 1.20862 2.57571 0.37434
H51 -0.81676 2.03327 -1.07187
H52 -1.75679 2.02807 0.50255

The HOMO energy comes out at -10.83 eV. The electronic energy is -275113.367 eV. The calculation puts the energy relative to the best compared isomer or geometry (same formula, charge and spin) at 200.8 kcal/mol. The calculation puts the orbital gap at 10.712 eV.

=====

Computed, not measured: C26H53B2BeCaClF6N2NaO13 as an isolated structure at a distorted geometry, with ωB97M-V/def2-TZVPD.

Element x y z (Å)
C1 2.27600 -0.77419 0.74821
C2 1.66974 -0.68697 -0.66170
C3 1.15402 0.73242 -0.97633
C4 -0.36256 0.72017 -1.17335
C5 -0.89555 2.00220 -1.83844
C6 -2.30876 2.31744 -1.32466
C7 -2.32787 3.36939 -0.19569
C8 -2.43936 2.73203 1.20507
C9 -3.30299 3.52286 2.20136
C10 -4.74771 2.95858 2.23503
C11 -5.75586 3.62940 1.29024
C12 -5.90557 2.82402 -0.01922
C13 -6.41172 1.41314 0.32163
C14 -7.89444 1.10191 0.06911
C15 -8.25612 -0.00579 1.09687
C16 -7.21957 -1.11400 1.17798
O1 -6.42445 -1.03957 2.37523
B1 -7.34163 -1.65862 3.38170
Cl1 -6.39616 -2.48057 4.85353
O2 -8.34776 -2.44136 2.66865
C17 -7.77789 -2.62796 1.40271
C18 -8.67670 -2.96861 0.23539
H1 2.65087 -1.78038 0.93566
H2 1.47475 -0.57956 1.46947
H3 3.08020 -0.05295 0.88499
H4 0.85081 -1.40899 -0.72261
H5 2.44512 -0.99908 -1.36202
H6 1.63550 1.08750 -1.88135
H7 1.37744 1.40204 -0.13833
H8 -0.56501 -0.10643 -1.86037
H9 -0.86047 0.52972 -0.21438
H10 -0.92717 1.84705 -2.91676
H11 -0.20938 2.83625 -1.67736
H12 -2.79396 1.39124 -1.00300
H13 -2.90171 2.72867 -2.14719
H14 -3.18823 4.02834 -0.35614
H15 -1.45080 4.01200 -0.25293
H16 -1.42538 2.74102 1.61466
H17 -2.75949 1.68976 1.16804
H18 -3.28651 4.59540 2.01926
H19 -2.82488 3.34478 3.19709
H20 -4.66471 1.88344 2.03940
H21 -5.16753 3.07659 3.25649
H22 -5.48851 4.66917 1.10575
H23 -6.74062 3.62411 1.76772
H24 -4.90795 2.71917 -0.45262
H25 -6.50186 3.35497 -0.75954
H26 -6.27594 1.25849 1.39067
H27 -5.79362 0.70129 -0.22851
H28 -8.11197 0.77192 -0.94628
H29 -8.49568 1.96924 0.34365
H30 -8.30624 0.51547 2.05216
H31 -9.25302 -0.41304 0.93193
H32 -6.63087 -1.19607 0.21824
H33 -7.94698 -0.75568 3.91785
H34 -6.87200 -3.27307 1.60287
H35 -9.58548 -2.37792 0.22762
H36 -8.11327 -2.79192 -0.68875
H37 -8.89072 -4.03780 0.21981
Be1 -7.83463 -3.57200 6.11068
C19 4.19038 2.76218 -3.05163
C20 3.30085 2.37685 -4.25543
O3 2.27943 1.67725 -3.81674
H38 4.56997 1.87556 -2.54854
H39 5.05572 3.35678 -3.37771
H40 3.62369 3.35963 -2.33678
H41 3.98371 1.87773 -4.99090
H42 3.06937 3.38926 -4.77380
N1 5.07443 -2.88474 2.04018
O4 5.88341 -1.85990 1.92218
O5 5.10754 -3.77027 1.20812
O6 4.29803 -2.92868 2.98315
Ca1 -4.29794 2.19348 4.83216
C21 8.98386 -1.53035 1.80872
C22 8.00219 -1.52041 0.77310
O7 7.77860 -0.23596 0.16888
C23 8.61041 0.14223 -0.81018
O8 9.48742 -0.48940 -1.30166
C24 8.26472 1.56320 -1.29823
F1 8.09667 2.41690 -0.27716
F2 7.14259 1.56993 -2.02264
F3 9.24134 2.03932 -2.06609
H43 8.78183 -0.75216 2.56231
H44 9.04211 -2.51718 2.28311
H45 10.26090 -1.25883 1.40229
H46 6.97803 -1.81490 1.30143
H47 8.19868 -2.26733 -0.00152
O9 -5.17638 -4.99778 0.14801
H48 -5.03268 -4.06073 0.09883
H49 -5.49615 -5.17205 1.04332
B2 8.83320 -7.07544 0.45603
O10 7.38116 -7.39342 0.71962
C25 6.84948 -6.40786 1.40474
O11 5.73855 -6.25779 1.81500
C26 7.91282 -5.34775 1.65652
O12 7.66805 -4.33281 2.26753
O13 9.03785 -5.71888 1.12086
F4 9.06883 -6.97720 -0.90121
F5 9.65193 -8.01772 1.04223
F6 10.90691 -1.68658 0.68344
N2 3.26212 4.77703 -7.16325
H50 3.19210 5.59272 -6.55259
H51 4.14962 4.29832 -6.98111
H52 2.49963 4.12739 -6.94072
H53 3.21324 5.06487 -8.14236
Na1 -5.54683 -2.37710 0.58196

Its net charge is +1. The HOMO energy comes out at -8.17 eV. The electronic energy is -110835.655 eV. The calculation puts the orbital gap at 1.176 eV.